{"formula": "C32H44NPRuS", "method": "wB97M-V/def2-TZVPD", "elements": ["Ru", "S", "P", "N", "C", "C", "C", "C", "C", "C", "C", "C", "C", "C", "C", "C", "C", "C", "C", "C", "C", "C", "C", "C", "C", "C", "C", "C", "C", "C", "C", "C", "C", "C", "C", "C", "H", "H", "H", "H", "H", "H", "H", "H", "H", "H", "H", "H", "H", "H", "H", "H", "H", "H", "H", "H", "H", "H", "H", "H", "H", "H", "H", "H", "H", "H", "H", "H", "H", "H", "H", "H", "H", "H", "H", "H", "H", "H", "H", "H"], "xyz": [[-0.787, -1.337, 1.552], [1.277, 1.118, 4.708], [0.012, -0.333, -0.484], [-1.817, 0.393, 2.325], [-2.998, 2.528, 3.649], [0.133, 0.470, 3.591], [-2.947, -0.727, -4.007], [-3.048, 0.821, 1.995], [-2.677, -2.589, 1.833], [2.459, 0.024, 4.148], [-2.565, 0.104, -1.632], [2.000, -0.790, 3.155], [-1.171, 1.017, 3.338], [-1.749, 2.092, 4.020], [-1.817, 0.267, -4.244], [1.468, -1.310, -1.132], [-0.540, 2.433, -0.016], [0.641, -0.537, 2.799], [3.873, -0.691, -1.833], [2.333, -1.984, -0.056], [3.337, -2.919, -0.729], [-3.668, 1.879, 2.614], [-0.571, -3.506, 1.975], [-0.661, 0.028, -3.257], [1.390, 4.047, -0.211], [-0.898, -3.321, 0.592], [0.550, 1.426, -0.432], [-2.231, -2.788, 0.513], [-1.178, -0.481, -1.893], [-1.681, -3.048, 2.740], [1.794, 1.624, 0.444], [2.386, -0.599, -2.177], [-3.577, -0.489, -2.624], [4.323, -2.138, -1.625], [2.445, 2.973, 0.111], [0.081, 3.739, 0.507], [0.949, -2.116, -1.665], [3.122, 2.853, -0.740], [2.236, -1.075, -3.149], [4.093, -0.103, -0.939], [-2.524, 1.190, -1.740], [0.025, -0.707, -3.679], [-0.285, -3.624, -0.241], [-3.706, -0.641, -4.785], [-1.788, -3.068, 3.812], [3.060, 3.290, 0.955], [3.875, -3.493, 0.027], [2.873, -1.225, 0.512], [-0.633, 4.555, 0.389], [1.205, 4.085, -1.289], [2.116, 0.446, -2.314], [1.722, -2.528, 0.668], [1.489, 1.595, 1.494], [0.824, 1.665, -1.463], [0.275, 3.650, 1.581], [-4.652, 2.193, 2.297], [-3.973, -1.431, -2.233], [2.516, 0.819, 0.316], [5.320, -2.144, -1.184], [-2.553, -1.745, -4.078], [4.448, -0.232, -2.639], [-2.792, -2.589, -0.387], [-3.460, 3.360, 4.162], [-2.204, 1.283, -4.129], [-3.528, 0.284, 1.193], [-1.439, 0.197, -5.264], [-1.179, 2.646, -0.877], [2.781, -3.648, -1.327], [0.337, -3.905, 2.397], [-3.613, -2.162, 2.147], [-4.428, 0.189, -2.712], [-1.298, -1.570, -1.976], [-0.098, 0.956, -3.145], [-1.215, 2.564, 4.832], [-1.176, 2.008, 0.754], [-2.884, -0.093, -0.610], [4.414, -2.632, -2.594], [1.761, 5.034, 0.068], [3.441, 0.021, 4.597], [2.628, -1.546, 2.699]], "mulliken_charge": [-0.7707, -0.2297, 1.0400, 0.5150, -0.6150, 0.3335, -0.7501, -0.3615, -0.7842, -0.6642, 0.2028, -0.4785, 0.5971, -1.0892, -0.8153, 0.2105, 0.3872, 0.4026, -0.8868, -0.0910, -1.2699, -1.1151, -0.7648, -0.5648, -0.9133, -0.9096, -0.0421, 0.1368, 0.3478, -0.4085, 0.1692, -1.0866, -0.8248, -0.8803, -1.0033, -0.8387, 1.1570, 0.2864, 0.5406, 0.2335, 0.2932, 0.2368, 0.5189, 0.4695, 0.5179, 0.5468, 0.4736, 0.1066, 0.5716, 0.3079, 0.1716, 0.0784, -0.2205, 1.2382, 0.3013, 0.4973, 0.2175, -0.5478, 0.3629, 0.3046, 0.5325, 0.4981, 0.4453, 0.3405, 0.4782, 0.4853, 0.3171, 0.3475, 0.5263, 0.5550, 0.5076, 0.5861, 0.0135, 0.4733, -0.9501, -0.9472, 0.3634, 0.5256, 0.5152, 0.5384], "de_lowest_kj_mol": 0.0, "total_charge": 1, "orbital_gap_ev": [8.28, 6.68], "energy_ha": -2134.77566, "multiplicity": 2}